9
Properties=species:S:1:pos:R:3:forces:R:3:mulliken_charge:R:1 method="wB97M-V/def2-TZVPD" homo_ev=-11.9 relative_energy_kcal_mol=8.4 charge=0 lumo_energy_ev=0.7
F -1.280 -1.594 -0.782 -0.3616 0.1650 1.0582 -0.2870
N -2.852 1.471 -0.755 -1.7312 1.4389 -0.0876 -0.3183
C -2.136 0.595 -0.714 1.0490 -0.5591 0.4862 0.0354
C -0.963 -0.220 -0.683 2.1198 -1.4768 -3.7043 0.5049
C 0.104 -0.005 0.379 -1.0821 1.2812 -1.7357 -1.0330
H -0.178 -0.617 1.143 -0.5213 -1.5668 2.4878 0.3341
H 0.244 1.012 0.730 -0.1439 0.0931 -0.2504 0.3426
H 0.958 -0.387 -0.092 1.5719 -0.3739 -0.1561 0.3087
H -0.462 -0.173 -1.748 -0.9006 0.9985 1.9019 0.1126